{
  "formula": "C55H141N11O20",
  "method": "the ωB97M-V functional and the def2-TZVPD basis",
  "relative_energy_kcal_mol": 0.0,
  "homo_lumo_gap_ev": 8.301,
  "e_homo_ha": -0.3025,
  "charge": 0,
  "smiles": "COCCNCCOC.COCCNCCOC.COCCNCCOC.COCCNCCOC.COCCNCCOC.COCCNCCOC.COCCNCCOC.COCCNCCOC.COCCNCCOC.NC(N)=O.O",
  "symbols": ["C", "H", "O", "N", "O", "H", "N", "C", "H", "H", "C", "N", "H", "C", "H", "H", "O", "C", "O", "H", "O", "H", "H", "O", "H", "H", "C", "H", "H", "H", "H", "H", "H", "C", "H", "C", "C", "H", "O", "H", "H", "O", "O", "C", "N", "C", "H", "C", "H", "H", "H", "H", "C", "H", "C", "H", "C", "O", "H", "H", "H", "H", "H", "C", "C", "C", "H", "C", "C", "H", "H", "H", "H", "H", "H", "H", "H", "H", "H", "H", "H", "O", "H", "H", "C", "H", "O", "C", "H", "H", "C", "C", "C", "H", "H", "H", "H", "C", "N", "C", "H", "H", "C", "H", "H", "H", "H", "O", "H", "H", "C", "H", "C", "H", "C", "H", "N", "C", "H", "H", "H", "H", "C", "H", "H", "C", "H", "N", "H", "H", "H", "C", "O", "H", "H", "H", "H", "H", "H", "O", "H", "O", "O", "H", "H", "N", "C", "H", "H", "H", "H", "H", "H", "H", "H", "H", "H", "C", "C", "H", "H", "H", "C", "H", "H", "C", "H", "H", "H", "C", "H", "C", "H", "C", "H", "H", "H", "H", "H", "H", "C", "O", "C", "H", "C", "H", "H", "H", "H", "H", "C", "H", "H", "H", "H", "C", "C", "H", "H", "O", "N", "H", "H", "H", "C", "H", "H", "H", "H", "H", "C", "N", "H", "C", "C", "H", "H", "H", "C", "O", "N", "H", "C", "H", "H", "H", "H"],
  "positions_angstrom": [[1.556, 1.818, 5.124], [-0.724, -5.214, -4.425], [1.244, 1.402, -0.845], [1.323, -1.693, 8.365], [-3.681, 0.463, 5.594], [-2.365, 2.086, 5.470], [5.275, 1.338, 3.140], [7.554, 4.533, -5.742], [3.398, -4.813, 1.844], [1.715, -3.009, 0.976], [-0.195, 1.221, -0.892], [-5.371, -2.726, 5.155], [7.725, 4.352, -6.803], [1.773, -0.670, 11.650], [0.930, -5.801, 9.643], [12.268, 2.940, -3.476], [-0.152, 4.961, 3.228], [0.298, -5.238, -4.803], [-3.432, -0.180, -4.621], [-3.045, -1.477, 5.649], [1.212, -5.918, 1.042], [2.674, -0.408, 4.677], [-5.048, -0.877, 4.083], [-1.096, -2.452, -0.585], [3.765, 0.070, 2.452], [1.217, -2.803, 4.957], [1.375, -2.899, 3.883], [-0.910, 2.079, -6.115], [3.800, 1.654, 0.572], [-0.616, -4.462, 1.665], [5.562, 3.733, -5.656], [5.820, 2.186, -2.057], [-2.963, 3.577, -7.663], [0.484, -4.850, 9.934], [-7.471, -5.096, 3.917], [9.009, 2.286, -2.919], [-6.004, 4.718, -9.950], [-0.958, -2.586, 2.671], [5.893, 5.140, -4.110], [-1.783, 1.169, 0.545], [-6.028, 1.960, 2.465], [-6.539, -1.716, -10.454], [3.248, -3.944, 0.024], [4.346, 0.191, 3.366], [-0.391, -0.277, 1.144], [0.712, -3.964, 7.604], [3.181, -1.594, -1.315], [-0.856, 3.376, -7.737], [-3.256, 2.047, 3.115], [-4.189, 3.287, -11.096], [-5.319, 3.224, 1.415], [0.517, -2.656, -5.065], [5.659, 1.500, 1.744], [2.353, -1.848, -3.624], [4.568, 2.312, 0.979], [-2.282, -0.903, -3.101], [-2.311, 0.002, -3.709], [2.783, 1.683, 4.438], [-0.186, 2.643, -8.187], [-1.967, 2.558, -10.198], [-6.257, -2.840, -7.923], [3.995, 0.333, 5.452], [2.823, 2.038, -2.124], [-4.405, -1.473, -6.457], [-6.564, -4.740, 4.405], [1.879, -2.971, 7.859], [0.413, -8.194, 1.606], [2.376, -0.650, 8.669], [3.402, 0.391, 4.539], [-5.090, -1.948, -5.755], [-3.875, -3.296, -7.423], [1.001, -1.148, -2.916], [5.289, 0.853, -1.153], [11.120, 4.190, -3.681], [-2.235, 1.114, 6.944], [-3.790, 2.378, -0.255], [-4.072, 0.690, -0.685], [0.924, 0.947, 9.005], [8.322, 1.445, -3.013], [2.077, -1.681, 11.378], [-6.275, -0.456, -8.820], [-4.573, 1.292, 1.294], [2.346, -2.848, 6.882], [1.226, 2.468, -2.674], [-3.121, -1.098, -5.645], [-0.219, -4.881, 10.767], [1.034, -0.054, 10.623], [-0.975, -0.399, 2.513], [-0.542, 4.386, -8.002], [-4.675, 2.577, -9.615], [-5.755, -1.245, -9.364], [-5.125, -1.260, 5.101], [2.240, -1.815, -0.812], [1.103, 4.459, 1.606], [4.426, 5.670, -2.641], [0.667, -1.911, 9.102], [-5.185, -3.319, -9.094], [-2.522, 4.577, 3.606], [-0.786, -5.427, 1.910], [-4.119, 2.713, 3.124], [-2.789, -2.091, -5.343], [-6.479, 5.588, -9.496], [8.266, 3.543, -3.507], [5.546, 5.424, -6.187], [-7.485, -2.854, 4.815], [8.097, 5.451, -5.516], [-1.385, 4.195, 1.767], [-0.099, -4.186, 8.797], [-0.930, 3.155, 3.218], [-5.620, -6.713, 6.068], [-3.930, -0.895, 5.905], [6.823, 1.687, -0.837], [0.559, -3.021, -4.038], [4.357, 4.111, -3.272], [-4.062, 3.383, -10.017], [1.108, -0.773, 12.507], [-2.293, 3.065, -8.219], [1.755, 0.447, 9.502], [-0.960, -1.677, -0.041], [-2.512, 0.798, -2.991], [-0.219, -2.695, -0.881], [0.144, -3.608, 6.745], [-5.397, -2.452, -8.469], [2.605, -0.110, 12.078], [2.161, -3.402, -1.907], [-5.109, 2.343, 2.022], [0.611, -0.338, 1.250], [-0.170, -7.423, 1.899], [2.506, 1.174, 9.811], [-5.441, 1.610, -0.569], [6.552, 2.119, 1.657], [6.016, 4.713, -5.508], [-4.668, 4.572, -9.481], [-2.240, -0.653, -6.108], [-2.034, 4.166, -10.082], [1.605, 3.669, 3.053], [0.326, 3.350, -5.792], [3.243, -2.171, 1.051], [-7.299, -7.008, 5.481], [10.338, 2.061, -3.489], [-1.615, 0.468, 5.502], [1.088, -4.382, -4.049], [-1.609, 3.953, -5.522], [-0.178, 1.804, 1.167], [-4.901, -0.552, -6.763], [8.121, 3.360, -4.950], [-7.895, -1.926, -10.119], [-4.825, -0.833, -9.757], [2.453, -3.022, 3.788], [-1.617, -5.683, 2.424], [-7.924, -2.729, -9.383], [4.919, 2.162, 3.604], [4.915, -0.735, 3.441], [-2.119, 4.199, -3.677], [-0.640, 0.450, 3.109], [-4.565, -3.324, 5.038], [3.918, 5.577, -4.327], [-1.234, 4.133, 2.844], [2.599, -2.753, 0.392], [-2.507, 4.332, 4.668], [-0.467, 0.413, -1.571], [-4.038, -0.947, 6.988], [1.801, 1.668, -2.207], [-4.399, 4.860, 2.984], [1.287, 2.869, 5.231], [1.406, -2.129, -3.162], [4.940, -4.011, 1.250], [-8.542, -2.161, -10.964], [-6.936, -6.524, 7.166], [-2.440, 1.076, 5.874], [-2.057, -0.318, 2.620], [-4.458, 1.529, -0.105], [9.004, 2.987, -5.267], [-0.663, 3.138, -6.199], [1.619, 1.490, 6.162], [1.165, -4.915, 7.322], [-1.319, 0.228, -4.098], [1.672, -0.924, -0.544], [-1.031, -7.727, 2.333], [-5.725, -5.290, 3.979], [5.760, 1.828, -1.029], [0.909, -1.783, 3.145], [-2.544, 3.304, -9.652], [4.162, 3.146, 1.552], [4.064, -4.612, 1.005], [-5.930, -0.668, 5.536], [2.616, -3.353, 8.566], [11.322, 3.487, -2.163], [-1.337, 2.663, -3.861], [-0.468, -3.011, -3.671], [-0.535, -1.696, 3.136], [5.741, 0.502, 1.313], [-2.987, 2.863, -4.552], [-6.054, 4.939, -11.016], [7.279, 3.586, -3.048], [4.575, 5.134, -3.579], [11.245, 3.213, -3.215], [-8.425, -1.068, -9.703], [-6.489, -2.812, 3.307], [5.209, 2.837, -0.202], [-3.718, 4.119, 2.899], [1.324, -4.227, 10.242], [2.713, -0.273, 7.703], [9.175, 2.365, -1.845], [-6.546, -3.145, 4.343], [0.917, -3.798, 3.471], [-2.597, 5.658, 3.485], [0.723, 1.290, 4.658], [-6.723, 3.960, -9.641], [3.255, -1.043, 9.180], [-0.701, 1.046, 0.583], [1.488, -2.659, -1.778], [1.901, 5.289, 2.927], [1.115, 4.572, 2.690], [-2.031, 3.346, -4.350], [-0.965, -1.775, 4.134], [4.374, -5.586, 0.627], [1.838, 0.728, -2.757], [-6.662, -6.396, 6.119], [-6.876, -5.046, 5.794], [-4.223, -2.366, -7.605], [0.765, -6.219, -4.711], [0.168, -6.230, 1.623], [-4.602, 2.693, 4.101], [-0.737, 2.039, -1.366], [8.754, 4.505, -3.353], [0.458, -5.004, -5.856]],
  "forces_ev_per_angstrom": [[0.07, 0.12, 0.68], [-0.25, -0.23, -0.48], [-0.30, 0.55, -1.79], [1.46, 0.05, -0.94], [-0.17, 1.47, -0.78], [-0.43, -0.17, -0.17], [0.05, -1.43, 1.03], [0.03, -1.15, 0.81], [0.35, 0.03, 0.46], [-0.35, 0.06, -0.06], [0.52, -0.19, 0.92], [-1.67, 1.49, -0.18], [-0.05, -0.26, 0.00], [-0.52, -0.34, 0.55], [-0.40, -0.38, 0.16], [-0.24, -0.60, -0.26], [1.09, 0.45, 0.08], [0.89, -0.39, -0.17], [0.77, 0.35, 0.91], [0.20, -0.38, -0.19], [-0.07, 0.11, 0.52], [-0.27, -0.06, -0.65], [0.43, -0.03, -0.29], [-1.12, -0.50, -0.11], [-0.50, -0.10, -0.12], [-0.53, 0.09, 0.09], [0.09, -0.11, -0.35], [-0.02, -0.20, 0.59], [-0.59, -0.01, 0.60], [-0.45, 0.00, 0.00], [-0.21, -0.12, 0.12], [-0.46, 0.51, -0.12], [0.15, 0.30, 0.12], [1.08, 1.29, -1.41], [0.08, 0.05, -0.82], [0.56, 1.65, -0.01], [-0.21, 1.01, 0.44], [0.06, 0.05, -0.75], [0.14, 0.40, -0.65], [0.01, 0.18, 0.38], [-0.32, 0.24, 0.05], [-0.33, 0.76, -0.47], [0.83, -0.21, -1.28], [-0.01, 0.88, -0.99], [-1.37, 0.36, 0.41], [1.34, -0.37, 1.92], [0.34, 0.76, 0.22], [-1.06, -0.43, 0.32], [-0.03, 0.16, -0.09], [0.15, 0.48, -0.28], [-0.03, -0.01, -0.11], [0.17, 0.17, -0.22], [-1.98, 1.28, 0.93], [0.58, -0.58, -0.01], [1.49, -1.10, -1.41], [0.50, -0.21, 0.04], [-1.35, -0.81, 0.63], [-0.11, -0.33, -0.21], [0.01, 0.13, -0.46], [-0.75, -0.80, -0.19], [-0.54, 0.49, 0.43], [0.21, 0.38, 0.37], [-0.01, -0.09, 0.47], [0.49, 0.33, 0.27], [-2.19, 1.39, 1.17], [-1.48, 0.61, 0.28], [0.11, 0.36, 0.07], [-1.71, -1.19, -0.24], [0.45, 0.41, 0.44], [-0.12, 0.09, 0.51], [-0.03, 0.23, 0.49], [-0.97, 0.18, -1.05], [-0.59, -0.02, 0.84], [-1.02, -0.31, -0.75], [-0.23, 0.23, 0.36], [-0.29, 0.30, -0.36], [0.54, -0.43, 0.77], [0.44, 0.18, -0.62], [0.61, -0.39, -0.73], [0.33, -0.07, -0.12], [-0.14, 0.07, 0.09], [0.76, -1.41, -1.70], [0.30, 0.26, 0.03], [-0.23, -0.25, -0.24], [-0.14, -0.57, -0.68], [-0.20, -0.24, -0.48], [0.39, 0.10, 0.51], [1.03, 0.00, -0.44], [-0.03, 0.14, -0.16], [0.46, -0.59, 0.25], [0.36, -0.99, 0.33], [-0.42, -1.38, 0.11], [0.28, -2.19, -0.54], [-0.31, 0.15, -0.25], [0.85, 0.55, -0.14], [0.22, 0.39, 0.39], [0.08, 0.29, -0.68], [0.14, 0.38, -1.69], [-3.06, 5.09, 1.13], [-1.03, 2.18, 0.24], [0.35, -0.13, 1.04], [0.62, 0.39, 0.29], [0.18, -0.86, -0.23], [0.13, 0.26, 0.00], [0.14, 0.33, -0.03], [-0.13, 0.31, 0.27], [-0.18, -0.31, -0.07], [-0.68, 0.24, -0.75], [-0.38, -0.72, -0.62], [0.24, 0.07, -0.42], [1.66, 1.08, 0.33], [0.10, -0.36, 0.64], [0.17, -0.78, -0.01], [-0.65, -0.30, -0.52], [0.43, -0.24, 0.71], [-0.30, -0.09, -0.14], [1.54, 0.29, 0.59], [-0.81, -0.11, 0.30], [0.16, 0.62, 0.56], [-0.53, 0.19, -0.32], [0.79, -0.34, -0.52], [-0.65, 0.04, 0.61], [0.35, -1.04, 0.16], [0.37, 0.32, -0.60], [-0.41, -1.09, 0.43], [-0.08, -0.30, 1.01], [0.21, -0.16, 0.13], [-0.36, -7.49, 1.28], [0.11, 0.13, 0.06], [-0.22, 0.83, 0.08], [0.33, -0.44, 0.03], [1.41, -0.30, 1.70], [-0.15, -0.18, -0.64], [-0.29, -0.16, -1.26], [-0.26, 0.99, 0.42], [-0.84, -0.68, 0.48], [0.29, -0.07, -0.43], [0.22, 0.23, 0.27], [0.07, -0.47, 0.01], [-0.02, 2.04, 0.15], [0.21, -0.09, -0.49], [0.26, 2.15, 0.95], [1.19, -0.52, -0.97], [-0.39, 0.49, 0.10], [0.07, -0.02, -0.36], [-1.26, 0.47, -0.52], [-0.21, -0.30, 0.53], [-0.06, -0.01, -0.18], [0.05, 0.34, -0.46], [0.32, 0.20, -0.29], [-0.49, -0.15, -0.01], [-0.04, 0.14, -0.39], [0.08, -0.09, 0.44], [-0.63, -0.26, 0.52], [0.40, 0.09, 0.39], [0.06, 0.33, -0.31], [-0.52, -0.37, 0.09], [0.13, 0.13, 1.52], [-0.09, 0.69, 0.59], [0.21, -0.13, 0.17], [0.16, -0.80, 0.34], [-0.41, -0.50, 0.11], [-0.44, -0.25, 1.86], [-0.61, -0.79, 0.08], [0.19, 0.13, -0.51], [-0.28, 0.98, 1.59], [0.02, 0.09, 0.24], [0.72, -0.41, -0.41], [-0.27, 0.00, -0.07], [0.21, -1.25, 0.70], [-0.25, -0.23, -0.92], [-0.27, -0.19, 0.07], [-0.01, 0.36, -0.67], [-1.66, 0.39, -1.94], [0.19, -0.43, 0.18], [0.04, -0.27, -0.16], [-0.10, -0.20, -0.87], [0.23, -0.07, 0.18], [0.18, 0.48, -0.18], [0.47, 0.26, 0.34], [1.02, 0.70, -1.10], [-0.67, 0.33, 0.38], [-0.08, -0.02, 0.30], [0.10, -0.10, -0.05], [-1.43, 0.64, -0.36], [-0.55, -0.49, 0.08], [0.22, -0.40, -0.04], [-0.50, -0.51, 0.42], [0.28, -0.18, -0.39], [-0.16, -0.27, 0.23], [0.61, -0.37, 0.51], [0.47, 0.17, -0.08], [-0.09, -0.27, 0.45], [0.13, -0.52, -0.25], [0.16, 0.08, 0.11], [0.28, -0.49, -0.46], [0.17, -0.99, 0.38], [0.48, 0.52, 0.40], [-0.11, 0.12, -0.17], [-0.46, -0.16, -0.29], [1.62, -0.27, -0.17], [0.23, 0.00, 0.45], [0.08, 0.22, 0.02], [-0.20, 0.47, 0.23], [1.84, -2.52, 0.95], [-0.08, -0.30, 0.29], [0.47, 0.18, 0.41], [0.06, -0.19, -0.26], [0.45, -0.87, -0.27], [0.13, -0.35, 0.18], [0.77, -0.56, -1.68], [1.11, -0.52, -0.68], [-0.56, 0.68, 0.06], [0.30, 0.13, -0.26], [-0.75, 1.04, 0.98], [0.32, 0.33, 0.59], [-0.10, 0.24, -0.35], [-0.30, 0.18, -0.27], [-0.40, 0.23, 0.30], [1.35, 0.23, -0.58], [0.23, 1.56, -0.49], [-0.39, -0.21, 0.34], [3.27, 1.24, -2.58], [0.00, -0.67, 0.25], [0.34, 0.85, 0.24], [0.31, 0.05, 0.70], [-0.85, 0.24, -0.38]]
}